(1)
C12H21Cl6FO9 | the ωB97M-V functional and the def2-TZVPD basis

Each line ends with the Mulliken charge.
Atoms and positions in Å:
H  0.2494  2.1819  5.0855  0.361
H  2.1211  1.6889  -1.5978  0.370
H  2.8124  4.3205  0.5383  0.286
C  0.7914  1.5480  4.3837  -0.721
H  4.8133  -4.1756  -0.8626  0.334
Cl  1.5709  -3.3310  -6.4011  -0.166
H  2.6655  2.7106  1.0270  0.162
C  0.5897  3.3898  2.8287  0.887
H  -2.0032  -3.3344  -3.2010  0.340
H  0.0690  0.8104  4.0341  0.215
O  1.2504  4.0751  1.9538  -0.309
H  5.1562  -2.6160  -1.8597  0.234
O  -3.0375  -3.0530  -1.5089  -0.365
H  -0.3283  1.5264  -2.1341  0.272
Cl  -3.8496  2.5191  2.5140  -0.163
C  -2.9522  1.4312  3.5805  0.296
C  -3.7689  -2.2315  -0.7403  0.714
H  -3.9132  0.0920  0.9629  0.163
H  3.2659  3.9175  2.1457  0.315
H  -3.7534  1.0749  -0.5135  0.295
O  -0.5392  3.6999  3.3111  -0.591
H  1.6209  -3.5523  -4.0150  0.223
C  -0.0152  0.1624  0.1738  0.488
C  -4.1017  0.1241  -0.1101  -0.678
H  1.5125  1.1195  5.0798  0.300
F  0.2498  -0.1971  -3.0257  -0.205
H  0.9942  -1.9476  -4.6149  0.011
H  2.1811  -0.1097  -1.4985  0.063
C  4.6628  -3.1078  -1.0215  -0.352
O  -4.6078  -2.6609  0.0190  -0.577
H  -5.1862  0.1670  -0.2110  0.424
O  1.3425  2.3595  3.3355  -0.315
H  -2.3128  -1.6519  -2.8593  0.294
Cl  2.8668  -2.8741  -1.1762  -0.073
C  1.7210  -2.7493  -4.7453  0.123
C  2.4999  3.7232  1.3949  -0.544
H  -2.1917  2.0061  4.1089  0.090
Cl  -3.9731  0.6659  4.8263  -0.199
Cl  5.1934  -2.3610  0.4992  -0.146
C  0.2322  0.6064  -1.9682  0.170
C  1.5904  0.7846  -1.3000  -0.264
H  -2.4786  0.5893  3.0756  -0.004
O  -0.6134  0.1388  1.2178  -0.484
O  1.1854  0.7716  0.0772  -0.308
O  -3.4223  -0.9259  -0.8466  -0.262
Cl  3.3144  -2.0351  -4.6002  -0.169
H  -1.0439  -2.4686  -1.9789  0.130
O  -0.3883  -0.2212  -0.9874  -0.218
C  -2.0423  -2.6006  -2.3959  -0.448

SMILES = O=C1OC[C@@H](F)O1.COC(=O)OC.COC(=O)OC.ClCCl.ClCCl.ClCCl
ΔE to the lowest compared entry with this formula, charge and spin = 0.00 kcal/mol
Gap between HOMO and LUMO = 10.50 eV
Strongest force on any atom = 5.21 eV/Å
E = -4007.97898 Ha

(2)
C23H46O8 | the ωB97M-V functional and the def2-TZVPD basis

Each line ends with the Mulliken charge.
Atoms and positions in Å:
H  3.8361  2.3108  -1.8517  0.357
O  2.7292  0.7794  3.0567  -0.388
H  3.6237  2.1169  1.7979  0.369
H  -7.2890  -0.6112  0.1318  0.237
H  2.4222  0.6822  5.1102  0.338
H  -2.2073  0.0648  -1.9663  0.273
O  -3.0693  -1.9239  3.2164  -0.305
C  -4.7611  -1.3752  -1.1973  -0.070
C  2.6428  1.4037  4.3243  -0.507
O  -2.8881  -4.0163  2.4053  -0.603
H  3.2321  -2.9247  0.1990  0.204
C  1.5426  2.4330  4.1234  -0.547
H  -0.9142  -1.4379  0.2880  -0.192
H  0.8488  4.1998  -4.0215  0.338
H  5.8410  0.1374  -0.4276  0.418
H  -2.4135  -0.5256  0.4610  0.194
H  0.1489  -3.8487  1.8792  0.265
H  -4.6103  -1.8202  1.6991  0.210
H  -1.7281  -1.5852  -1.9794  0.437
H  0.9371  3.1566  2.1129  0.267
C  5.7812  -1.9383  -1.0453  -0.627
C  -2.4155  -3.0294  2.9050  0.857
C  -5.8695  0.6661  -0.7280  -0.522
C  3.0638  2.1530  -2.6091  0.203
H  -6.6113  -2.5202  -1.0590  0.312
H  2.6920  1.1481  -2.3685  -0.255
H  2.3424  4.1737  -2.1335  0.444
H  -7.7921  -0.1029  -1.5067  0.327
C  2.3382  2.7457  -4.6975  -0.567
C  2.6018  1.8160  2.0651  0.617
C  -0.1935  -3.8365  2.9180  -0.686
C  -0.6588  0.7201  0.2144  -0.656
O  0.3403  0.7612  -0.8249  -0.203
O  -1.1519  -2.8769  3.2697  -0.280
C  5.1398  -0.5726  -0.8604  -0.466
C  3.5105  -2.3231  -0.6765  -0.270
H  2.2356  1.4695  1.0987  -0.661
H  2.6734  3.5110  -5.4077  0.298
H  4.0620  -0.8426  0.9610  0.290
H  -0.5490  -4.8613  3.0650  0.330
H  -4.6335  -0.6757  3.1071  0.196
H  6.4890  -1.9994  -1.8739  0.371
H  0.6668  -3.6660  3.5595  0.254
C  -1.4489  -0.6164  -1.5666  -0.897
H  -4.0267  -1.6293  -1.9593  0.264
H  0.5484  1.9738  4.1004  0.182
H  -1.2399  1.6345  0.0293  0.237
C  0.0091  -0.1507  -1.8429  -0.036
O  -4.5989  0.0723  -1.0096  -0.353
H  1.4383  3.1133  4.9728  0.385
H  -5.9111  1.0661  0.2863  0.256
H  -0.2971  0.8803  1.2317  0.205
H  1.9805  1.9644  -5.3871  0.289
H  3.0829  -0.2083  -0.3356  -0.895
H  0.0621  0.1964  -2.8724  0.282
C  1.2330  3.2134  -3.7670  -0.518
H  0.5754  -1.0761  -1.6806  -0.197
C  1.8150  2.9635  2.7268  -0.636
H  -4.3598  -1.8623  -0.3049  -0.019
H  -6.3265  -1.4820  -2.5821  0.307
H  3.6134  1.8475  4.5810  0.268
C  3.8696  -0.9340  -0.1094  0.898
C  1.9594  3.1885  -2.3978  -0.084
H  4.8435  -0.2934  -1.8761  0.127
C  -1.4491  -0.5415  -0.0458  0.430
C  -6.2352  -1.6033  -1.5032  -0.519
H  2.6232  -2.3157  -1.3085  0.177
O  3.4479  2.2839  -3.9658  -0.488
H  1.3377  2.8063  -1.5877  -0.107
C  -6.9536  -0.4087  -0.8864  -0.541
C  -4.3875  -1.6744  2.7496  -0.644
H  0.3621  2.5616  -3.6927  0.166
H  -5.9848  1.4924  -1.4313  0.301
H  2.4290  3.8624  2.7943  0.359
H  6.3221  -2.3360  -0.1756  0.264
O  4.6800  -2.8015  -1.3135  -0.485
H  -4.9982  -2.3222  3.3959  0.418

SMILES = COC(=O)OC.C1CCOC1.C1CCOC1.C1CCOC1.C1CCOC1.C1CCOC1
ΔE to the lowest compared entry with this formula, charge and spin = 0.00 kcal/mol
Gap between HOMO and LUMO = 9.89 eV
Strongest force on any atom = 2.55 eV/Å
E = -1505.74622 Ha

> The highest E belongs to which entry?

C23H46O8